No. 1
21
Properties=species:S:1:pos:R:3:forces:R:3 method="wB97M-V/def2-TZVPD" smiles=NC(N)N.CCN e_above_lowest_ev=0.617 lumo_ev=0.983 charge=0 homo_lumo_gap_ha=0.3449 total_energy_ha=-341.669924 multiplicity=1
C 0.2507 0.4430 2.0457 0.1 0.7 -1.0
N -1.1737 0.3349 1.8764 1.0 1.6 -1.3
N 0.4394 1.5714 1.0573 1.5 -0.1 0.2
N 0.8978 -0.8187 1.7845 0.2 0.0 0.2
H 0.6078 0.8173 3.0243 -0.1 -0.1 -0.3
H -1.6032 -0.1355 2.6639 -0.8 0.8 -0.2
H -1.1599 1.3916 1.3543 -1.8 -2.8 2.4
H 1.9090 -0.7402 1.7516 -0.1 0.0 0.0
H 1.2913 2.0884 1.2501 -0.1 0.1 0.0
H 0.5295 1.2137 0.0981 0.1 -0.2 0.3
H 0.5423 -1.2232 0.9258 0.1 0.1 0.0
C 0.0996 -0.9067 -1.9151 -0.1 0.0 -0.1
C -1.3457 -0.7124 -1.4751 0.2 -0.1 0.0
N 0.8613 0.3341 -1.7280 0.0 0.0 -0.2
H 0.4601 1.0684 -2.3043 0.0 0.0 0.0
H 1.8199 0.2117 -2.0392 -0.1 0.0 0.0
H 0.1266 -1.2615 -2.9572 0.0 0.0 0.2
H 0.5764 -1.6796 -1.3048 0.0 0.0 0.0
H -1.8958 -1.6474 -1.5734 -0.1 0.0 0.0
H -1.3994 -0.3862 -0.4351 0.0 0.0 0.0
H -1.8342 0.0368 -2.0998 0.0 0.0 0.0

---

No. 2
21
Properties=species:S:1:pos:R:3:forces:R:3 method="wB97M-V/def2-TZVPD" e_above_lowest_ev=5.298 lumo_ev=0.986 charge=0 homo_lumo_gap_ha=0.3346 total_energy_ha=-341.497892 multiplicity=1
C 2.5802 -0.2672 -0.4151 -0.8 1.3 -0.3
C 2.9860 -0.4820 1.0254 0.1 0.0 -0.1
N 0.2419 0.0600 -0.4053 -2.2 -0.2 0.5
H 1.5289 0.3925 -0.4216 2.1 -0.9 0.1
H 0.1992 -0.0694 -1.4205 -0.1 -0.1 -0.2
H 3.2177 0.4521 -0.9361 0.3 -0.2 0.0
H 2.5373 -1.1873 -0.9887 -0.2 0.0 0.0
H 2.9130 0.4458 1.5968 0.0 0.0 0.0
H 4.0214 -0.8293 1.0977 -0.1 0.0 0.0
H 2.3423 -1.2237 1.4976 0.0 0.0 0.1
C -2.3967 1.1132 -0.9286 0.2 0.1 0.0
N -1.6077 0.1417 -0.1649 -0.3 -0.8 0.2
N -1.7761 0.4093 1.2501 0.1 0.0 -0.4
N -2.1379 -1.1764 -0.4417 0.4 0.6 -0.1
H -1.3894 -1.8237 -0.2175 0.1 0.1 0.0
H -0.9825 -0.0631 1.6827 0.0 0.0 -0.1
H -1.5915 1.4018 1.3791 0.1 0.0 -0.1
H -2.9265 -1.3547 0.1806 0.1 0.2 0.0
H -3.4383 1.1369 -0.5884 0.1 -0.1 0.0
H -1.9527 2.1014 -0.8066 0.0 -0.1 0.0
H -2.3687 0.8221 -1.9750 0.1 0.0 0.1

---

No. 3
21
Properties=species:S:1:pos:R:3:forces:R:3 method="wB97M-V/def2-TZVPD" e_above_lowest_ev=2.426 lumo_ev=0.855 charge=0 homo_lumo_gap_ha=0.2842 total_energy_ha=-341.603447 multiplicity=1
C 1.8965 0.0835 -0.0134 -0.1 0.0 0.1
C 2.6703 -0.8725 0.8855 -0.1 0.1 -0.1
N 1.5356 -0.5637 -1.2482 0.0 0.0 0.0
N 0.6900 0.6084 0.6955 -0.6 -0.5 0.0
H 2.5185 0.9507 -0.2539 -0.1 0.0 0.0
H 0.9226 -1.3531 -1.0705 0.0 0.0 0.0
H 1.0260 0.0711 -1.8535 0.0 0.0 0.0
H 0.8954 1.1488 1.5304 -0.1 0.0 -0.1
H -0.0274 -0.1501 0.8908 0.9 0.3 0.2
H 2.9842 -0.3802 1.8069 0.0 0.0 0.0
H 2.0495 -1.7330 1.1443 0.0 0.0 0.0
H 3.5538 -1.2345 0.3627 0.0 0.0 0.0
C -2.5278 -0.1055 -1.1888 0.0 0.2 0.0
N -1.5955 0.2868 -0.1637 0.6 0.5 0.2
N -2.2529 0.9413 0.9417 -0.1 -0.1 -0.1
H -0.2344 0.9580 -0.0096 -0.8 -0.6 -0.2
H -2.8160 1.7325 0.6126 0.1 -0.1 0.0
H -2.9203 0.2982 1.3759 0.1 0.1 -0.1
H -3.1005 0.7396 -1.6210 0.1 -0.1 0.0
H -3.2804 -0.8282 -0.8202 0.1 0.1 0.0
H -1.9871 -0.5981 -2.0034 0.0 0.1 0.0

---

No. 4
22
Properties=species:S:1:pos:R:3:forces:R:3 method="wB97M-V/def2-TZVPD" smiles=CCC[SiH]1NN1.NN e_above_lowest_ev=0.544 lumo_ev=0.887 charge=0 homo_lumo_gap_ha=0.3268 total_energy_ha=-631.118082 multiplicity=1
C 2.6125 0.4240 -1.8090 0.1 -0.1 0.2
C 2.4176 -0.0604 -0.3787 0.0 0.1 -0.1
C 0.9766 0.1120 0.1020 -0.1 -0.4 -0.2
N -1.9608 -0.4349 -0.9328 -0.6 -0.2 0.7
N -1.7010 0.2518 2.6450 0.0 0.2 -0.2
N -1.1857 -0.4006 -2.2165 0.4 -0.2 -0.9
N -3.1397 -0.0053 2.5206 0.0 -0.1 0.1
Si -0.2978 -0.9381 -0.8295 -0.3 1.2 0.2
H 2.0134 -0.1654 -2.4996 -0.1 0.0 -0.2
H 2.3157 1.4675 -1.9004 0.0 0.1 -0.1
H 3.6567 0.3409 -2.1011 0.1 0.0 -0.1
H 2.7034 -1.1123 -0.3095 0.1 0.0 0.1
H 3.0816 0.5052 0.2813 0.0 -0.1 0.0
H 0.7060 1.1687 0.0345 -0.3 -0.1 -0.1
H 0.9309 -0.1414 1.1622 -0.2 -0.1 0.1
H -2.2130 0.4922 -0.6081 0.3 0.1 0.1
H -3.2530 -0.5286 1.6529 0.0 0.2 0.1
H -1.2595 -0.6657 2.6494 -0.1 0.1 0.2
H -1.5778 0.6291 3.5842 0.0 -0.3 -0.1
H -1.0714 0.5348 -2.5878 0.1 0.1 0.2
H -3.5664 0.9064 2.3624 0.1 -0.2 -0.2
H -0.1885 -2.3799 -0.8215 0.4 -0.5 0.2